# C32H39N8PbS

C32H39N8PbS as an isolated structure (ωB97M-V/def2-TZVPD, OMol25).

Geometry (Å):
C: -2.732 -4.400 -1.636
Pb: 0.046 0.576 -0.595
C: -3.358 0.237 -0.995
H: 1.254 4.525 -2.802
C: -3.043 1.674 -1.431
C: 4.584 4.439 -2.163
C: 4.980 3.214 -1.642
H: -4.808 -4.655 -1.503
N: -2.189 -0.641 -0.962
C: -1.468 -3.960 -1.102
H: 2.602 1.013 1.763
C: -0.295 -0.623 3.969
H: 1.691 -5.055 2.966
H: 0.502 -0.230 4.603
C: 0.636 -4.785 3.005
N: 0.769 -3.893 0.691
H: 4.794 1.347 -0.780
N: 2.292 1.046 -0.273
C: -0.320 2.701 -3.027
H: -1.401 1.592 -4.528
H: -1.249 -0.474 4.481
H: 3.154 -1.512 -0.979
C: -2.260 -1.782 -0.392
C: -1.183 -2.811 -0.462
C: -0.445 1.476 2.510
H: -4.069 -0.194 -1.706
H: -0.147 -1.689 3.829
N: 0.700 2.156 -2.147
H: -0.872 4.263 4.394
H: -0.831 3.550 -2.549
H: 5.360 5.164 -2.370
C: -2.795 1.881 -2.935
H: 0.113 -5.519 3.622
H: -3.902 2.280 -1.139
C: 2.609 -1.884 -0.113
H: 0.078 -5.793 1.203
H: -3.860 0.260 -0.022
C: -1.366 1.635 -3.439
C: -3.945 -4.134 -1.106
C: 0.036 -4.779 1.604
C: -0.297 0.039 2.617
C: 4.213 2.180 -1.154
N: 1.187 -1.902 -0.502
S: 0.817 -1.533 -2.082
C: -0.752 3.641 3.517
H: 3.155 5.791 -2.878
H: -5.046 -3.534 0.647
C: 3.011 0.506 0.881
H: 4.063 0.780 0.850
H: 6.051 3.063 -1.567
C: 2.134 4.030 -2.410
H: -3.081 2.903 -3.195
C: 3.288 4.793 -2.477
C: 1.866 2.737 -1.917
C: 0.164 -2.642 0.323
H: -2.683 -5.126 -2.439
H: -3.466 1.221 -3.491
N: -0.180 -1.962 1.541
C: 2.919 -1.022 1.113
C: 2.812 1.981 -1.050
C: -0.757 4.213 2.248
C: -0.586 2.278 3.652
H: 0.158 3.094 -3.929
H: -0.887 5.275 2.104
C: -3.409 -2.257 0.392
H: 2.938 -2.901 0.098
H: 2.194 -1.254 1.890
C: -0.590 3.372 1.169
H: 1.091 -4.372 -0.139
H: -1.023 0.651 -3.113
N: -0.458 2.052 1.294
H: -0.559 3.760 0.156
H: -2.194 2.052 -0.849
H: -0.559 1.830 4.634
N: -0.142 -0.681 1.528
H: 3.885 -1.352 1.496
H: -0.653 -4.664 -1.244
C: -4.177 -3.299 0.043
H: -1.016 -4.487 1.653
H: -3.637 -1.671 1.278
H: 0.543 -3.804 3.469

Gap between HOMO and LUMO (alpha / beta), eV: 4.74 / 4.74
HOMO level (alpha / beta), eV: -9.71 / -9.71
LUMO energy (alpha / beta), eV: -4.97 / -4.97
Total charge: +1